DFT (the ωB97M-V functional and the def2-TZVPD basis) results for a 3-piece molecular cluster, C4H9NO3 overall at a distorted geometry.

Last column: natural (NBO) charge in e.
Geometry (Å):
O: 0.302 -1.680 -0.201  -0.67
C: 0.188 -0.483 0.311  0.58
N: -0.211 0.597 -0.616  -0.65
C: -0.504 1.885 -0.124  0.52
O: -1.013 2.753 -0.890  -0.57
C: 0.377 -0.253 1.671  -0.31
C: 1.193 -1.198 2.562  -0.40
H: -0.644 0.273 -1.510  0.46
H: -0.050 2.109 0.805  0.13
H: 0.443 -0.876 4.404  0.19
H: 0.185 0.679 2.299  0.20
H: 2.272 -0.906 2.537  0.28
H: 0.729 -0.982 3.592  0.00
H: 0.894 -2.219 2.257  0.26
H: -0.181 -1.415 -1.904  0.51
H: 0.125 -1.161 -3.490  0.48
O: -0.516 -0.996 -2.808  -1.00

Total energy: -438.0692 hartree
LUMO energy: -2.86 eV
ΔE to the lowest compared entry with this formula, charge and spin: 682.3 kJ/mol
2S+1: 1
Gap between HOMO and LUMO: 5.9 eV
M: 119.120 g mol⁻¹
F_max: 7.5 eV Å⁻¹